# 1
This record from the Open Molecules 2025 dataset describes a 7-piece molecular cluster, C32H49BrN11OP2 overall. The level of theory is ωB97M-V/def2-TZVPD.

Atoms and positions in Å:
H  -6.092  -4.501  -1.285
H  -10.002  -2.643  -1.351
H  6.445  0.408  -1.140
Br  -3.474  -1.513  -1.540
H  -1.598  3.553  8.435
H  6.958  -0.638  -2.487
H  -2.618  -8.283  -6.030
H  -3.311  6.398  3.060
C  4.828  -0.321  -2.353
C  -3.191  5.526  2.441
H  9.378  -1.160  2.750
H  -1.650  -5.293  0.566
C  -6.935  -3.835  -1.355
H  2.954  0.732  -2.623
H  -3.700  -6.367  -4.457
N  -0.289  0.282  -0.068
H  -2.214  2.611  1.285
H  -5.881  -2.070  -1.832
H  1.699  1.890  -0.542
H  -2.453  -3.770  0.333
C  1.012  0.011  -0.201
C  6.278  0.153  -2.187
H  -0.761  1.172  -0.102
N  -0.926  -0.911  0.191
C  -2.307  -7.255  -5.952
H  11.729  -1.177  1.414
N  1.228  -1.312  -0.069
H  6.427  1.043  -2.796
H  8.880  1.446  -0.521
C  -0.329  1.460  6.236
H  3.826  0.961  0.120
H  -2.403  -4.266  -4.882
N  -0.238  7.981  -0.381
H  -3.644  0.781  0.935
H  0.412  1.736  8.267
H  1.047  -3.382  2.604
C  3.813  0.757  -1.956
C  -1.344  2.948  7.582
H  -1.826  4.174  3.472
C  -7.986  -1.888  -1.696
C  1.380  6.557  0.106
C  10.844  -0.619  1.161
C  9.666  -0.632  1.857
C  0.167  6.084  0.679
H  -8.070  -0.840  -1.925
C  0.051  -1.854  0.167
H  11.409  0.505  -0.692
C  -2.658  3.570  1.476
C  9.401  0.754  0.118
N  8.792  0.205  1.216
H  -0.707  -5.094  -1.825
H  -0.675  -2.992  2.735
H  -0.720  8.780  -0.747
H  -0.132  -4.695  2.634
C  -8.274  -4.059  -1.187
P  0.041  -3.683  0.461
H  -1.861  7.002  0.594
C  -1.598  -4.360  -0.002
H  -8.728  -5.004  -0.939
C  10.675  0.261  0.058
N  1.954  0.917  -0.435
C  -2.452  4.391  2.621
H  -3.931  3.967  -0.316
C  -3.525  4.232  0.645
C  -2.875  -6.308  -5.146
H  0.287  0.711  5.768
H  4.643  -0.607  -3.387
C  -1.244  -6.629  -6.660
C  -1.201  -5.321  -6.261
O  -2.788  0.496  0.580
H  -2.831  3.529  6.027
H  -2.396  -5.508  -1.642
H  4.654  -1.188  -1.718
C  0.046  -3.678  2.294
H  -1.948  -3.858  -2.108
N  -1.363  2.052  5.559
C  -0.291  1.996  7.494
C  -0.814  6.984  0.359
C  1.095  7.729  -0.542
H  7.851  0.386  1.509
H  -0.589  -7.088  -7.380
C  -1.671  -4.710  -1.493
H  1.725  8.402  -1.097
H  0.028  5.190  1.263
H  -4.464  6.105  0.859
H  -0.552  -4.514  -6.552
C  -8.942  -2.823  -1.403
H  4.269  1.749  -1.976
H  -1.625  1.856  4.612
N  -6.767  -2.510  -1.661
N  3.276  0.498  -0.592
P  -2.625  -1.109  0.502
H  2.351  6.095  0.167
C  -1.987  2.958  6.375
N  -3.845  5.415  1.244
N  -2.198  -5.133  -5.340

**2S+1**: 1
**HOMO energy**: -9.7 eV
**Charge**: +1
**Energy relative to the best compared isomer or geometry (same formula, charge and spin)**: 5.9 kcal/mol

Löwdin population analysis, charges in e, atoms 1 to 4:
1. H 0.10
2. H 0.09
3. H 0.06
4. Br 0.43

***

# 2
This record from the Open Molecules 2025 dataset describes C32H49Cl2HfN3O as an isolated structure. The level of theory is ωB97M-V/def2-TZVPD.

Atoms and positions in Å:
C  3.747  1.049  -0.303
H  0.403  2.433  -2.233
Hf  0.581  0.596  0.238
H  -3.947  0.369  -0.079
H  -0.703  -5.358  0.874
H  1.286  0.735  -4.717
H  1.128  -2.023  3.580
H  4.764  0.707  -0.499
C  3.304  -1.131  -1.073
H  2.814  -2.082  -0.918
H  -4.767  -2.280  0.391
C  2.171  4.455  1.376
H  -0.189  2.560  -3.891
N  -0.773  2.665  0.322
H  -2.195  6.309  0.281
H  -2.294  -1.096  2.862
H  4.383  -1.280  -0.998
C  1.220  0.273  -3.732
H  3.387  1.581  -1.185
H  2.439  6.575  1.638
C  1.320  3.442  1.023
H  1.807  -3.586  0.534
H  -2.207  -2.783  2.322
H  1.080  -1.868  -1.959
C  -3.604  -0.009  0.884
C  -1.235  0.021  -4.127
H  1.422  -0.791  -3.862
O  1.643  2.137  1.015
H  -0.815  -5.260  -1.491
H  -1.335  2.291  -2.586
C  -0.455  5.081  0.643
H  3.754  1.730  0.537
H  -1.993  -3.949  -1.535
C  -1.455  -0.070  -0.944
H  0.437  0.079  4.306
C  -0.168  0.528  -3.145
C  0.259  -1.426  -1.427
H  -3.753  -2.019  2.589
H  3.100  -1.812  1.232
C  -1.538  -1.173  -0.036
H  -3.004  0.750  1.393
C  1.744  5.796  1.358
C  -0.930  -4.176  -1.495
H  0.742  1.515  3.299
H  2.853  -0.612  3.383
H  -1.119  -1.049  -4.302
H  -0.469  -3.788  -2.404
Cl  3.773  4.075  1.879
C  -0.362  -0.224  -1.834
H  4.343  -0.589  1.432
H  2.718  0.926  2.527
C  -2.589  4.218  0.016
C  -2.853  -1.342  0.767
C  0.740  -1.752  2.594
H  1.679  -3.747  -1.231
H  -0.731  0.545  3.073
N  1.046  -0.337  2.310
C  1.208  -3.999  -0.282
N  2.877  -0.148  -0.039
H  -4.497  -0.169  1.488
H  -0.330  -1.900  2.583
H  -3.845  -1.943  -1.077
C  3.271  -0.737  1.282
H  1.188  -2.394  1.845
H  3.078  -0.754  -2.067
H  -1.139  0.536  -5.083
C  0.335  0.507  3.307
C  -3.767  -2.283  -0.043
H  2.005  0.720  -3.113
H  -0.472  -3.990  1.936
H  -2.240  0.199  -3.743
C  0.466  6.107  0.998
C  -0.267  -3.582  -0.227
Cl  -0.042  7.748  0.983
H  -2.700  2.119  -0.192
H  -3.635  4.331  -0.231
H  -3.415  -3.309  -0.044
C  -0.337  2.040  -2.945
H  -2.210  0.676  -1.083
C  0.003  3.748  0.651
C  -0.894  -4.290  0.979
C  -2.745  -1.849  2.211
C  2.521  -0.140  2.455
H  -1.973  -4.173  1.013
H  1.263  -5.084  -0.190
C  -0.463  -2.055  -0.382
C  -2.042  2.938  0.034
C  -1.800  5.303  0.303

**2S+1**: 1
**HOMO energy**: -13.7 eV
**Charge**: +2

Löwdin population analysis, charges in e, atoms 1 to 4:
1. C -0.06
2. H 0.08
3. Hf 1.91
4. H 0.09

***

# 3
This record from the Open Molecules 2025 dataset describes a 6-piece molecular cluster, C32H49FO17 overall in a non-equilibrium geometry. The level of theory is ωB97M-V/def2-TZVPD.

Atoms and positions in Å:
C  7.467  5.362  -0.235
O  8.524  3.369  0.688
H  7.240  6.410  -0.034
O  10.061  3.818  -0.918
H  -0.035  -2.365  1.815
C  -4.848  -1.139  -1.556
C  -0.367  0.931  2.747
H  -0.782  0.103  6.850
O  -4.929  -0.838  -2.958
H  2.663  3.792  5.591
H  1.059  -1.922  -2.371
H  5.482  0.540  0.981
H  -2.951  -2.462  5.229
F  -2.198  -0.357  1.657
C  -0.809  -0.243  1.831
C  -0.986  0.974  4.189
O  1.211  4.114  3.105
C  -2.851  0.008  -5.607
C  -6.309  3.207  -11.662
H  -4.575  -0.124  0.327
H  -5.284  0.885  -0.953
C  -6.828  2.016  -9.741
H  -5.242  1.275  -7.503
H  -4.113  -1.926  -1.377
O  -4.013  -0.336  -4.854
C  -4.552  0.103  -0.740
O  -2.131  0.683  4.418
H  -3.576  -6.973  7.562
C  0.530  1.884  2.411
C  0.008  1.470  5.294
H  9.897  1.456  -2.337
C  8.309  4.774  0.880
O  3.715  -1.521  0.490
H  0.950  0.918  8.600
O  -2.015  -5.851  6.758
C  -0.319  -1.575  2.555
O  4.351  -2.030  -1.629
H  9.262  5.296  0.986
H  -1.794  -1.672  6.308
H  3.147  -3.171  -2.804
H  -3.980  -6.784  5.074
H  -2.077  -7.826  7.229
C  1.901  2.422  7.226
C  -2.762  -7.072  6.841
H  11.335  1.650  -1.284
H  -8.252  0.999  -7.039
H  -6.268  2.289  -12.247
H  -3.763  -8.475  5.543
H  5.861  -1.030  1.758
O  -1.900  -3.702  6.513
H  -6.016  0.538  -6.096
H  -2.442  -7.572  4.768
C  -6.137  1.287  -6.880
O  -2.669  -0.694  -3.066
H  2.627  2.739  8.007
O  -5.962  1.209  -9.968
H  -3.145  0.113  -6.649
H  -6.732  3.996  -12.282
H  -2.089  -0.769  -5.538
H  2.763  -3.271  -1.093
H  -0.299  -0.163  0.838
C  0.955  1.382  7.584
H  -3.570  0.511  -0.980
H  6.531  4.809  -0.339
O  9.482  1.711  -0.324
C  -3.268  -7.504  5.479
H  10.402  0.146  -1.258
O  5.770  -1.039  -0.329
C  9.426  3.046  -0.246
C  3.054  -2.583  -1.890
O  -7.151  3.057  -10.520
H  -7.336  0.034  -8.186
C  0.934  2.992  3.437
H  7.778  4.878  1.827
C  2.024  -1.494  -2.092
C  0.992  2.506  4.922
H  1.887  -0.908  -1.182
C  -2.742  -4.739  6.606
C  4.531  -1.537  -0.398
H  0.602  -1.316  3.149
H  1.012  1.883  1.400
H  -6.192  2.276  -6.421
C  1.943  3.003  5.893
O  -3.943  -4.678  6.542
C  -3.761  -0.637  -3.574
C  -2.544  -2.457  6.241
H  -5.822  -1.537  -1.269
C  -7.382  1.009  -7.697
C  -0.039  0.889  6.617
H  -2.455  0.964  -5.260
H  -1.067  -1.959  3.288
H  -3.329  -2.248  6.968
O  -7.617  2.044  -8.663
H  -5.308  3.507  -11.349
C  10.333  1.228  -1.364
H  7.120  -0.125  0.906
H  2.343  -0.802  -2.874
C  6.062  -0.381  0.905
H  7.982  5.302  -1.194

**2S+1**: 1
**Structure (SMILES)**: C[C@@H](F)C1=CC(=O)c2ccccc2C1=O.CCOC(=O)OC.CCOC(=O)OC.CCOC(=O)OC.CCOC(=O)OC.CCOC(=O)OC
**HOMO energy**: -9.7 eV

Löwdin population analysis, charges in e, atoms 1 to 4:
1. C -0.07
2. O 0.03
3. H 0.08
4. O 0.12

***

# 4
This record from the Open Molecules 2025 dataset describes C32H49GeN3O4S2Si3W as an isolated structure. The level of theory is ωB97M-V/def2-TZVPD.

Atoms and positions in Å:
H  4.055  1.036  -0.486
C  -1.812  3.644  2.976
C  2.096  -3.809  2.676
C  0.874  2.996  1.691
H  -3.174  6.044  -2.057
C  -2.455  2.469  0.999
C  -2.066  3.715  -4.784
H  3.290  1.014  -3.913
H  -4.998  4.406  2.148
Si  -1.083  5.006  -1.286
H  -0.974  5.295  1.205
H  2.907  3.504  -3.322
C  0.461  -3.652  0.919
C  -1.497  2.720  1.975
H  1.449  -3.639  -3.250
C  -0.510  5.745  0.329
O  3.669  -0.617  1.583
C  0.561  -1.947  2.627
H  1.729  0.271  3.277
H  0.617  1.725  -5.076
H  -0.794  6.802  0.305
C  1.776  -3.058  -2.398
W  0.085  0.407  -0.424
H  -1.419  -0.788  4.761
C  1.620  -2.623  3.226
N  -0.208  2.042  2.019
H  0.818  6.093  -2.497
H  -1.765  -1.939  3.466
O  1.752  0.333  0.897
H  1.158  3.512  -3.488
H  4.274  2.540  -1.343
C  -3.713  3.071  1.081
H  1.913  4.193  -2.044
Si  -1.592  2.103  -3.948
H  -3.426  5.284  -0.480
C  -3.048  4.258  3.042
H  3.544  -4.203  -1.981
H  -1.193  4.249  -5.164
H  4.168  -2.783  -0.006
H  1.830  2.501  1.844
H  3.660  0.117  2.218
C  3.287  -2.582  -0.598
H  0.807  3.310  0.652
Ge  -0.712  2.630  -1.722
H  3.195  -0.337  -2.791
C  -0.201  -1.435  -2.696
C  1.971  3.379  -2.770
C  0.728  0.283  3.703
Si  2.043  1.695  -1.902
C  3.546  1.957  -0.772
H  -0.957  1.525  3.918
C  0.023  -2.430  1.418
C  -3.136  1.074  -3.715
H  -0.765  1.339  -6.094
C  1.492  -4.341  1.546
C  -2.953  5.159  -1.455
H  -1.077  3.884  3.733
H  0.851  0.233  4.800
H  -3.897  1.605  -3.141
H  -2.928  0.125  -3.223
H  -2.683  3.454  -5.650
H  -2.648  4.394  -4.162
C  -0.257  5.990  -2.649
C  2.612  -0.556  0.811
C  2.931  -3.361  -1.689
H  0.561  2.391  3.971
H  2.904  -4.340  3.162
H  -0.688  6.995  -2.638
H  -2.082  -0.232  3.199
H  0.576  5.704  0.438
O  -0.523  -0.248  -2.194
H  1.822  0.056  -3.833
C  -4.017  3.953  2.098
C  2.622  0.483  -3.230
C  -1.396  -0.938  3.674
C  -0.368  1.255  -5.078
H  3.310  2.521  0.131
H  2.040  -2.246  4.151
N  -0.034  -0.808  3.178
C  0.016  1.602  3.442
C  1.025  -1.965  -2.011
H  -3.256  4.961  3.838
C  2.466  -1.520  -0.268
H  -0.421  5.573  -3.641
S  -2.246  1.442  -0.436
H  -3.418  4.302  -1.944
N  1.377  -1.202  -0.983
H  0.830  3.881  2.334
H  1.824  -5.293  1.151
H  -4.450  2.836  0.324
H  -0.001  -4.050  0.023
H  -0.263  0.196  -4.851
H  -3.553  0.854  -4.702
O  -0.752  -1.978  -3.611
S  -1.177  -1.432  0.587

**2S+1**: 2
**HOMO energy (spin up / spin down)**: -9.9 / -10.1 eV
**⟨S²⟩**: 0.758
**Charge**: +1
**Energy relative to the best compared isomer or geometry (same formula, charge and spin)**: 0.0 kcal/mol

Löwdin population analysis, charges in e, atoms 1 to 4:
1. H 0.02
2. C -0.05
3. C -0.07
4. C -0.10

***

# 5
This record from the Open Molecules 2025 dataset describes C32H50AsCoF6N2O19 as an isolated structure in a non-equilibrium geometry. The level of theory is ωB97M-V/def2-TZVPD.

Atoms and positions in Å:
H  3.465  -8.610  -2.417
H  -1.729  9.496  4.219
H  -1.566  -3.425  -5.823
C  2.950  4.706  1.629
F  -0.512  -0.669  -1.526
C  -4.379  -0.738  -3.034
As  -0.248  -0.822  0.287
H  -0.954  1.966  -2.832
H  6.662  0.816  0.928
H  -0.885  -6.523  -2.966
F  -1.288  -2.243  0.354
C  2.596  -0.774  5.189
H  5.237  0.388  0.030
H  -3.823  -3.951  -1.871
H  6.497  -0.818  0.325
O  -4.763  -5.707  -3.205
O  -5.105  5.720  -2.775
H  2.311  -1.812  5.364
H  -0.092  -1.914  -3.549
O  3.729  -1.741  0.738
H  -1.457  -6.808  -1.306
H  0.752  -2.992  -4.746
H  -0.780  8.938  2.846
O  -3.208  5.014  2.482
H  -1.178  -1.817  -5.895
C  2.081  4.465  0.387
C  -2.032  5.108  2.819
H  3.175  5.771  1.572
O  3.421  -1.349  2.967
C  -2.610  5.170  -1.534
H  2.007  -4.310  2.290
F  -1.712  0.166  0.555
H  -6.045  -0.264  -4.328
C  3.704  -0.526  4.150
O  -4.137  5.278  -4.713
C  2.687  -5.549  0.126
O  3.075  2.816  3.707
H  -0.300  2.979  -0.759
C  -1.546  4.579  -0.892
O  -6.395  -5.155  -4.450
C  -3.080  4.645  -2.784
H  5.267  -8.295  -2.210
C  -0.982  3.490  -1.423
Co  3.136  -2.662  -1.034
C  0.280  -4.171  -2.224
H  1.156  5.040  0.337
O  2.907  -6.655  -0.672
H  4.267  -8.838  -0.928
H  1.689  -0.258  4.873
C  4.015  -6.750  -1.565
C  -1.352  -2.594  -5.150
O  5.149  -0.466  1.885
O  2.257  4.735  2.858
H  -3.175  5.995  -1.126
C  -2.203  7.458  3.507
C  -5.854  -2.440  -4.086
C  -5.117  -3.431  -3.397
N  -4.188  5.268  -3.489
H  1.865  3.401  0.299
H  -2.866  7.692  2.674
H  0.228  3.325  6.234
C  1.130  3.124  5.656
C  1.204  -4.814  1.751
H  0.644  -4.147  1.095
H  -2.460  2.403  2.721
C  -1.210  -6.044  -2.043
H  -2.268  -2.321  -4.628
O  1.278  3.974  4.608
C  -4.158  -3.085  -2.423
H  4.869  -6.220  -1.142
H  -1.495  2.744  1.277
F  1.296  -1.830  0.084
O  -0.144  -5.191  -1.592
O  3.245  -4.425  -0.016
H  -2.137  -5.515  -2.268
H  1.086  2.102  5.278
O  -1.233  4.105  2.830
C  -1.494  2.761  2.367
H  -1.191  4.903  0.075
C  4.262  -8.188  -1.803
C  -0.157  -2.803  -4.176
H  2.093  3.142  6.166
C  4.075  -1.227  1.786
H  -0.784  1.960  2.574
O  1.836  -5.861  1.060
H  -2.876  7.284  4.346
H  3.889  4.152  1.635
N  -5.438  -4.832  -3.726
C  -3.767  -1.743  -2.310
H  3.731  0.527  3.871
C  -1.414  2.915  -2.599
O  -1.432  6.252  3.251
C  2.306  3.805  3.734
O  1.305  -3.491  -1.936
O  -0.474  -3.910  -3.357
C  5.945  0.011  0.768
H  2.667  4.606  -0.521
H  -6.742  -2.697  -4.643
C  -2.462  3.504  -3.291
H  3.721  -6.270  -2.498
H  -3.046  -1.447  -1.562
C  -1.240  8.625  3.784
H  2.871  -0.419  6.182
H  -2.772  3.165  -4.268
C  -5.476  -1.049  -3.852
F  0.733  0.672  0.223
H  4.678  -0.818  4.543
H  -0.470  8.304  4.485
F  -0.103  -0.916  2.015
H  0.584  -5.386  2.440
H  -4.010  0.264  -2.875

**2S+1**: 5
**HOMO energy (spin up / spin down)**: -7.6 / -7.3 eV
**⟨S²⟩**: 6.035

Löwdin population analysis, charges in e, atoms 1 to 4:
1. H 0.08
2. H 0.07
3. H 0.07
4. C -0.19

***

Q: 2S+1 of number 1 (C32H49BrN11OP2)?
A: 1

***

Q: The highest 2S+1 belongs to which entry?
A: C32H50AsCoF6N2O19

***

Q: Among the records above, which one has the highest 2S+1?
A: C32H50AsCoF6N2O19